120
Properties=species:S:1:pos:R:3 method="wB97M-V/def2-TZVPD" relative_energy_kj_mol=204.88 smiles=COC[C@H](C)N.COC[C@H](C)N.COC[C@H](C)N.COC[C@H](C)N.COC[C@H](C)N.COC[C@H](C)N.CO.CO.CO energy_ha=-2081.00157 homo_lumo_gap_ev=9.44 homo_energy_ev=-8.8
C 1.96770 -4.87382 -5.14295
O 1.90117 -3.51759 -4.68852
C 2.77857 -3.16576 -3.66609
C 2.54294 -1.66818 -3.53321
C 1.07437 -1.16915 -3.43344
N 3.18992 -0.82730 -4.55358
H 2.75013 -5.10294 -5.89006
H 0.96429 -5.03642 -5.59689
H 2.04557 -5.56538 -4.29165
H 2.56597 -3.78721 -2.79561
H 3.79135 -3.37515 -4.02716
H 3.04468 -1.37423 -2.61283
H 0.53929 -1.44774 -2.49321
H 0.52310 -1.60815 -4.25790
H 1.14537 -0.09277 -3.48802
H 2.84050 -1.02712 -5.51053
H 4.18596 -1.02981 -4.53973
C 1.75775 -4.86532 3.15231
O 0.53487 -4.71845 2.47111
C -0.59076 -4.80134 3.28593
C -1.87206 -4.51954 2.53207
C -2.07960 -2.99201 2.25368
N -3.01154 -5.11596 3.29969
H 2.61127 -4.96244 2.46347
H 1.74363 -5.84644 3.69841
H 1.84469 -4.04414 3.88740
H -0.75558 -5.74766 3.84705
H -0.43676 -4.01558 4.10770
H -1.79939 -5.01218 1.54464
H -1.22436 -2.55382 1.71909
H -2.14771 -2.41333 3.18433
H -2.90344 -2.83978 1.57388
H -3.84631 -4.55914 3.18433
H -3.14165 -6.09240 2.97911
C -5.94746 5.77299 0.91048
O -4.83381 4.98439 1.36884
C -3.77822 4.90084 0.37393
C -2.59057 4.23469 1.01863
C -2.92418 2.81839 1.40516
N -2.13981 5.07728 2.07783
H -6.28906 5.39809 -0.08194
H -5.70557 6.85793 0.83946
H -6.71722 5.72405 1.71737
H -4.17966 4.30591 -0.45937
H -3.51053 5.91117 0.00499
H -1.86784 4.15850 0.23312
H -3.47552 2.25661 0.69223
H -3.54768 2.80922 2.31137
H -1.95230 2.41919 1.71031
H -1.49081 4.58505 2.68717
H -2.90689 5.31287 2.67813
C -2.53167 2.84287 -4.09141
O -1.79439 2.02061 -3.24952
C -2.51968 1.47134 -2.14537
C -2.30400 0.00987 -2.01002
C -2.81177 -0.72443 -3.23729
N -2.88341 -0.47714 -0.72986
H -2.96113 3.68939 -3.58003
H -3.32671 2.26044 -4.51921
H -1.77219 3.24420 -4.75237
H -2.14205 2.04282 -1.27065
H -3.58923 1.70678 -2.18815
H -1.20829 -0.21033 -2.04809
H -3.85590 -0.52824 -3.43351
H -2.83288 -1.79015 -2.97974
H -2.11772 -0.52717 -4.06402
H -2.30984 -0.20857 0.04428
H -2.99400 -1.48057 -0.78859
C 0.54997 5.84716 -3.43169
O 0.42595 4.59942 -2.74561
C 1.41976 4.39760 -1.76656
C 0.86682 3.40511 -0.77053
C 1.71958 3.30698 0.49831
N 0.71795 2.04867 -1.33176
H 0.28089 6.63578 -2.73173
H -0.15248 5.86403 -4.26583
H 1.53777 6.09943 -3.79807
H 2.36963 4.01574 -2.18212
H 1.65189 5.33210 -1.27384
H -0.18351 3.68533 -0.51894
H 1.89455 4.28371 0.96764
H 2.74830 2.94685 0.25088
H 1.31256 2.54258 1.16742
H 0.32031 2.04564 -2.27304
H 1.66584 1.65399 -1.41918
C 3.93481 -2.21086 1.65180
O 3.77917 -0.80001 1.65526
C 3.22992 -0.40048 2.91304
C 3.26841 1.10782 3.15553
C 4.70069 1.50953 3.24459
N 2.64773 1.30319 4.45466
H 4.50841 -2.50383 2.53746
H 4.56384 -2.47540 0.80054
H 2.99161 -2.74251 1.67897
H 2.19543 -0.69201 2.94824
H 3.72713 -0.90675 3.71952
H 2.61223 1.59561 2.44195
H 5.23373 1.15889 4.11524
H 4.79627 2.61513 3.30129
H 5.20347 1.01769 2.41437
H 1.76636 1.82558 4.38523
H 3.27428 1.77114 5.09142
C 0.49233 -1.27549 0.31962
O -0.09622 -0.07708 0.76449
H 0.75394 -1.91543 1.20802
H -0.17814 -1.79426 -0.36678
H 1.39572 -1.01545 -0.23841
H 0.15507 0.59376 0.09000
C -0.26303 -0.82277 4.93049
O 0.94600 -1.28284 5.58724
H -0.95488 -0.37468 5.65380
H -0.09338 -0.09572 4.10628
H -0.66234 -1.74359 4.51041
H 1.55581 -0.54032 5.41488
C 0.14098 -5.33921 -1.35808
O -0.10846 -4.11964 -2.06335
H 0.98729 -5.85353 -1.73329
H 0.26466 -5.06834 -0.32787
H -0.71757 -6.01253 -1.47506
H 0.08103 -4.24633 -3.01384